Entry 1:
2 unconnected molecules or ions with the total composition C4H12NOS, computed with ωB97M-V/def2-TZVPD.

The geometry in ORCA input format:
```
! wB97M-V def2-TZVPD RIJCOSX def2/J DEFGRID3
* xyz -1 1
C 1.75113 0.25151 2.80111
C 1.25808 -1.02721 2.11310
S 2.15327 -1.30953 0.57369
H 1.58751 1.12135 2.15993
H 2.82779 0.17647 3.00216
H 1.23168 0.42877 3.77958
H 0.16401 -0.93964 1.89683
H 1.37034 -1.90594 2.74772
C -2.48326 0.10695 -2.37565
N -1.13290 0.69717 -2.37574
C -0.33608 0.23489 -1.27842
O 0.92548 0.82997 -1.20354
H -2.39163 -0.93172 -2.68887
H -3.04919 0.61538 -3.16173
H -3.01211 0.20700 -1.42257
H -1.22048 1.71024 -2.34752
H -0.87936 0.34330 -0.29622
H -0.17474 -0.85781 -1.39907
H 1.41045 0.24885 -0.52480
*
```

Computed properties:
**ΔE to the lowest compared entry with this formula, charge and spin**: 16.8 kcal per mole
**HOMO-LUMO gap**: 6.4711 eV
**DFT total energy**: -687.8013 Eh
**LUMO level**: 3.642 eV

=====

Entry 2:
2 unconnected molecules or ions with the total composition C4H12NOS, computed with ωB97M-V/def2-TZVPD.

The geometry in ORCA input format:
```
! wB97M-V def2-TZVPD RIJCOSX def2/J DEFGRID3
* xyz 1 1
C -2.47488 -0.65169 -1.01644
C 2.66043 1.16613 -0.26590
C -2.02720 0.33250 -0.02647
C 0.60433 -0.35178 -0.08332
N 1.59996 0.52392 0.55866
O -2.25596 0.20395 1.29259
S 0.54968 -2.02847 0.72879
H -2.05687 -1.70887 -0.77477
H -1.81371 -0.43396 -1.97754
H -3.48786 -0.88459 -1.13533
H 2.85989 2.29059 -0.16009
H 3.56944 0.66475 -0.12680
H 2.34926 0.97765 -1.35915
H -1.58015 1.35805 -0.04060
H 0.65231 -0.34339 -1.21925
H 2.11945 -0.08764 1.09918
H 1.07783 1.21539 1.18641
H -2.29874 -0.71353 1.55841
H -0.04722 -1.52901 1.76161
*
```

Computed properties:
**ΔE to the lowest compared entry with this formula, charge and spin**: 109.5 kcal per mole
**HOMO-LUMO gap (alpha / beta)**: 7.3549 / 7.3987 eV
**DFT total energy**: -687.3710 Eh
**LUMO level (alpha / beta)**: -4.292 / -4.269 eV

=====

Entry 3:
A molecular structure, C4H12NOS3, computed with ωB97M-V/def2-TZVPD.

The geometry in ORCA input format:
```
! wB97M-V def2-TZVPD RIJCOSX def2/J DEFGRID3
* xyz 1 1
C 1.65922 1.70018 -0.54169
C -0.77747 -0.93844 -0.73566
C 1.44892 0.52578 0.31486
C -0.54339 0.11593 0.26380
N -2.17668 -1.37319 -0.43160
O 1.78219 0.70911 1.64097
S 2.12986 -1.06171 -0.13859
S -0.84434 -0.59710 1.97646
S -1.51368 1.51033 0.02593
H 1.08380 2.65341 -0.15689
H 1.39383 1.65260 -1.66096
H 2.72173 1.94803 -0.45882
H -0.21559 -1.91397 -0.48656
H -0.78164 -0.68586 -1.80149
H -2.07898 -1.36212 0.65408
H -2.35555 -2.33504 -0.77883
H -2.88845 -0.79994 -0.90419
H 2.09469 1.62424 1.72034
H 3.34661 -0.89969 0.62530
H 0.38533 -1.02913 2.08552
H -1.49102 2.00945 1.30074
*
```

Computed properties:
**ΔE to the lowest compared entry with this formula, charge and spin**: 14.5 kcal per mole
**HOMO-LUMO gap**: 8.9927 eV
**DFT total energy**: -1483.8318 Eh
**LUMO level**: -3.181 eV

=====

Entry 4:
2 unconnected molecules or ions with the total composition C4H12NP, computed with ωB97M-V/def2-TZVPD.

The geometry in ORCA input format:
```
! wB97M-V def2-TZVPD RIJCOSX def2/J DEFGRID3
* xyz 0 1
C -0.29770 -1.66973 -0.47802
C -3.18378 -0.11685 0.15386
C 2.34542 -0.61877 0.03417
C 0.57969 1.41643 -0.91219
N 0.05750 0.18616 1.45887
P 0.53286 -0.24137 -0.08745
H -0.54806 -1.73897 -1.53539
H -3.39971 0.05880 -0.87650
H -2.81402 0.67824 0.76344
H -3.44815 -1.04783 0.60005
H 2.43712 -1.56155 0.57195
H 2.76095 -0.74521 -0.96242
H 2.88811 0.16475 0.56062
H 1.02259 1.31047 -1.90168
H -0.44576 1.76573 -1.01166
H 1.15491 2.13077 -0.32763
H -0.38734 -0.60921 1.90089
H 0.74539 0.63817 2.04909
*
```

Computed properties:
**ΔE to the lowest compared entry with this formula, charge and spin**: 116.4 kcal per mole
**HOMO-LUMO gap (alpha / beta)**: 8.4359 / 8.0712 eV
**DFT total energy**: -555.5309 Eh
**LUMO level (alpha / beta)**: 0.526 / 0.218 eV

=====

Entry 5:
A single C4H12NS molecule, computed with ωB97M-V/def2-TZVPD.

The geometry in ORCA input format:
```
! wB97M-V def2-TZVPD RIJCOSX def2/J DEFGRID3
* xyz 0 2
C 1.38662 1.29842 0.61336
C 1.48418 0.23139 -0.52362
C 0.66151 -0.94947 -0.25356
S -1.20628 -0.85996 -0.06607
C -1.65734 0.16656 -1.49753
N 0.48640 0.78742 1.70472
H 0.91288 2.28058 0.18937
H 2.36275 1.48956 1.00570
H 1.31889 0.68202 -1.59233
H 2.48431 -0.28268 -0.56196
H 0.69697 -1.66057 -1.03214
H 0.98846 -1.48350 0.61094
H -2.77530 0.12193 -1.64122
H -1.13028 1.06087 -1.43490
H -0.98871 -0.28020 -2.32082
H 0.94812 0.05053 2.19643
H -0.32013 0.30762 1.31839
H 0.14778 1.47991 2.35471
*
```

Computed properties:
**ΔE to the lowest compared entry with this formula, charge and spin**: 61.4 kcal per mole
**HOMO-LUMO gap (alpha / beta)**: 3.7711 / 9.6864 eV
**DFT total energy**: -612.3708 Eh
**⟨S²⟩**: 0.75
**LUMO level (alpha / beta)**: 0.595 / 0.505 eV

=====

Entry 6:
A gas-phase ion, C4H12NS (charge +1), computed with ωB97M-V/def2-TZVPD.

The geometry in ORCA input format:
```
! wB97M-V def2-TZVPD RIJCOSX def2/J DEFGRID3
* xyz 1 1
C -2.67930 0.02364 0.66109
C -1.01350 -0.19777 0.71174
C -0.43668 -0.36390 -0.65890
C 1.15706 -0.35920 -0.88979
S 1.71168 1.37658 -0.80121
N -0.47571 -1.45510 1.57479
H -3.01283 -1.01563 0.36750
H -3.06437 0.54609 1.57653
H -2.81919 0.83113 -0.10103
H -0.67235 0.60219 1.30401
H -0.60927 0.29657 -1.45449
H -0.72961 -1.31887 -1.03131
H 1.61869 -1.01596 -0.13680
H 1.39097 -0.85479 -1.83365
H 2.83858 0.68955 -0.95128
H -1.23186 -1.72689 2.20020
H -0.34165 -2.17204 0.81836
H 0.41047 -1.31759 2.09292
*
```

Computed properties:
**ΔE to the lowest compared entry with this formula, charge and spin**: 44.6 kcal per mole
**HOMO-LUMO gap**: 9.0466 eV
**DFT total energy**: -612.2336 Eh
**SMILES**: C[C@@H]([NH3+])CCS
**LUMO level**: -3.655 eV

=====

Entry 7:
A gas-phase ion, C4H12NS2 (charge +1), computed with ωB97M-V/def2-TZVPD.

The geometry in ORCA input format:
```
! wB97M-V def2-TZVPD RIJCOSX def2/J DEFGRID3
* xyz 1 1
C 0.63901 2.16556 0.21451
C 0.16522 -0.35760 0.80564
C 1.05155 0.73771 0.00587
C -0.52791 -1.69160 0.20186
N -1.53693 -1.23391 -0.77529
S 0.86312 0.23169 -1.79356
S -1.42402 -2.55795 1.55637
H -0.41517 2.32148 -0.00817
H 1.23572 2.81320 -0.42910
H 0.84134 2.45656 1.23966
H 0.80089 -0.70156 1.61812
H -0.65276 0.19898 1.26421
H 2.10064 0.57642 0.23515
H 0.20023 -2.34608 -0.27730
H -1.99651 -2.01026 -1.26006
H -0.99820 -0.59873 -1.44898
H -2.26067 -0.69281 -0.28220
H 0.83170 1.43089 -2.36150
H -0.34898 -2.88307 2.26245
*
```

Computed properties:
**ΔE to the lowest compared entry with this formula, charge and spin**: 16.9 kcal per mole
**HOMO-LUMO gap**: 10.3195 eV
**DFT total energy**: -1010.4686 Eh
**SMILES**: C[C@H](S)C[C@H]([NH3+])S
**LUMO level**: -3.285 eV

=====

Entry 8:
2 unconnected molecules or ions with the total composition C4H12NS3, computed with ωB97M-V/def2-TZVPD.

The geometry in ORCA input format:
```
! wB97M-V def2-TZVPD RIJCOSX def2/J DEFGRID3
* xyz -1 1
C -0.60627 -2.72053 -1.00692
S 1.20327 -2.72436 -1.17872
S 1.54301 -2.60772 0.95558
C 1.70988 -0.82866 1.17163
H -0.94407 -3.66856 -0.54196
H -0.88882 -1.84887 -0.39361
H -1.04208 -2.61129 -2.02739
H 0.75975 -0.36427 0.97813
H 1.95294 -0.77430 2.23042
H 2.49494 -0.41889 0.52420
C -0.49442 2.45395 -0.35401
C -0.99711 1.04228 -0.78694
S -1.93466 0.21262 0.56845
N 0.32954 2.30979 0.87356
H -1.41774 3.03101 -0.10993
H 0.03707 2.94420 -1.18623
H -0.12677 0.41213 -1.02838
H -1.76428 1.21747 -1.52896
H -0.24284 1.73367 1.53650
H 0.42866 3.21032 1.30457
*
```

Computed properties:
**ΔE to the lowest compared entry with this formula, charge and spin**: 11.7 kcal per mole
**HOMO-LUMO gap**: 6.0529 eV
**DFT total energy**: -1408.9462 Eh
**LUMO level**: 3.163 eV

=====

Entry 9:
A gas-phase ion, C4H12NSi (charge +1), computed with ωB97M-V/def2-TZVPD.

The geometry in ORCA input format:
```
! wB97M-V def2-TZVPD RIJCOSX def2/J DEFGRID3
* xyz 1 1
C -1.89449 -0.29498 -0.54448
C -2.18128 1.10790 -0.05746
C -0.82363 -1.00724 0.43700
C 1.53088 -0.28067 0.62254
N 0.50229 -0.57024 -0.06512
Si 3.24698 0.34215 -0.11646
H -2.78827 -0.84708 -0.59760
H -1.55944 -0.24719 -1.57342
H -3.25437 1.51988 -0.34021
H -2.35328 1.12841 0.99640
H -1.05542 -0.63711 1.41651
H -0.75642 -2.08516 0.36040
H 1.38685 -0.16190 1.64673
H 0.60490 -0.61055 -1.07504
H -1.41500 1.77838 -0.32335
H 2.84176 1.21069 -1.12421
H 3.81804 -0.78219 -0.69800
H 4.14991 0.43689 1.03577
*
```

Computed properties:
**ΔE to the lowest compared entry with this formula, charge and spin**: 30.6 kcal per mole
**HOMO-LUMO gap**: 10.5438 eV
**DFT total energy**: -503.5275 Eh
**SMILES**: CCC/[NH+]=C/[SiH3]
**LUMO level**: -4.909 eV

=====

Entry 10:
2 unconnected molecules or ions with the total composition C4H12O, computed with ωB97M-V/def2-TZVPD.

The geometry in ORCA input format:
```
! wB97M-V def2-TZVPD RIJCOSX def2/J DEFGRID3
* xyz 0 1
C 0.14031 1.75230 -2.36174
O -0.79479 2.56876 -1.43716
H -1.64477 2.00518 -1.64348
H 0.69317 0.96531 -1.84682
H 0.89633 2.50742 -2.73647
H -0.57459 1.42688 -3.09533
C 0.41029 -1.00285 0.67782
C 0.92444 -1.94985 1.74466
C -0.94606 -0.07640 1.12413
H 1.18046 -0.39850 0.23542
H -0.01924 -1.49655 -0.25870
H 1.98487 -2.16916 1.48744
H 0.34455 -2.78503 1.81071
H -1.78137 -0.66852 0.91525
H -0.80379 0.09002 2.19579
H 0.98081 -1.54468 2.75010
H -0.99061 0.77567 0.43840
*
```

Computed properties:
**ΔE to the lowest compared entry with this formula, charge and spin**: 43.7 kcal per mole
**HOMO-LUMO gap**: 11.3613 eV
**DFT total energy**: -234.7629 Eh
**SMILES**: CCC.CO
**LUMO level**: 0.895 eV

=====

Entry 11:
2 unconnected molecules or ions with the total composition C4H12O, computed with ωB97M-V/def2-TZVPD.

The geometry in ORCA input format:
```
! wB97M-V def2-TZVPD RIJCOSX def2/J DEFGRID3
* xyz 0 1
C -4.14392 -1.86217 -1.25606
O -4.52668 -2.82979 -0.20915
H -4.48888 -0.84279 -0.97060
H -4.72402 -2.11347 -2.17123
H -3.04503 -1.87279 -1.41594
H -5.48436 -2.82231 -0.30311
C 3.42841 0.35108 0.76866
C 2.67701 1.55004 0.15760
C 1.19386 1.58096 0.65266
H 2.95110 -0.61543 0.62405
H 4.45302 0.38755 0.35072
H 3.44451 0.43090 1.85441
H 3.18750 2.45440 0.47933
H 2.62664 1.60094 -0.95543
H 0.45772 2.22696 0.10900
H 1.10672 1.82703 1.71545
H 0.88640 0.54888 0.56965
*
```

Computed properties:
**ΔE to the lowest compared entry with this formula, charge and spin**: 21.4 kcal per mole
**HOMO-LUMO gap**: 11.3436 eV
**DFT total energy**: -234.7986 Eh
**SMILES**: CCC.CO
**LUMO level**: 0.913 eV

=====

Entry 12:
2 unconnected molecules or ions with the total composition C4H12O, computed with ωB97M-V/def2-TZVPD.

The geometry in ORCA input format:
```
! wB97M-V def2-TZVPD RIJCOSX def2/J DEFGRID3
* xyz 0 1
C 1.68862 -0.10885 0.23149
C 0.97276 1.04242 -0.44842
C 2.91069 0.45061 1.04668
H 1.14984 -0.64096 0.97818
H 2.22192 -0.77633 -0.43265
H 0.00375 0.66101 -0.81320
H 1.43728 1.47070 -1.31861
H 2.64304 0.37700 2.14542
H 3.87357 0.05177 0.80857
H 0.78465 1.77764 0.39150
H 3.10328 1.41225 0.57911
C -2.48756 -0.91091 0.19752
O -3.06077 -0.52198 -1.05067
H -2.37337 -0.00370 -1.47315
H -1.66088 -0.12383 0.44182
H -2.14756 -1.95380 0.18709
H -3.16102 -0.86215 1.03739
*
```

Computed properties:
**ΔE to the lowest compared entry with this formula, charge and spin**: 35.6 kcal per mole
**HOMO-LUMO gap**: 11.3834 eV
**DFT total energy**: -234.7759 Eh
**SMILES**: CCC.CO
**LUMO level**: 0.905 eV

=====

Entry 13:
2 unconnected molecules or ions with the total composition C4H12O, computed with ωB97M-V/def2-TZVPD.

The geometry in ORCA input format:
```
! wB97M-V def2-TZVPD RIJCOSX def2/J DEFGRID3
* xyz 0 1
C -0.01410 -0.84371 -1.19119
C 0.13197 0.38276 -0.28527
C -0.01094 1.68268 -1.10166
C -0.81507 0.30491 0.93369
H 0.05960 -0.57729 -2.25509
H 0.67177 -1.65181 -0.96016
H -1.06063 -1.16323 -1.18292
H 1.14008 0.44106 0.12425
H -0.71713 1.54641 -1.91308
H 0.96246 1.89821 -1.53768
H -0.37465 2.50328 -0.47450
H -0.33028 0.61266 1.85070
H -1.75436 0.84785 0.80550
H -1.16353 -0.72826 1.01919
H 1.87221 -1.81134 2.24365
H 0.43940 -1.34001 1.81442
O 0.96320 -2.10419 2.11016
*
```

Computed properties:
**ΔE to the lowest compared entry with this formula, charge and spin**: 6.5 kcal per mole
**HOMO-LUMO gap**: 12.3172 eV
**DFT total energy**: -234.8222 Eh
**SMILES**: CC(C)C.O
**LUMO level**: 0.943 eV